(1)
Here is a cluster of 3 separate species, C28H61N3O5 in total from the Open Molecules 2025 dataset. Energies are from the ωB97M-V functional and the def2-TZVPD basis.

charge	0
HOMO-LUMO gap	8.00	eV
SMILES	COCCCCCCCCCCOC(=O)OCC(=O)N(C)C.CCN(CC)CC.CCN(CC)CC
largest force on an atom	9.0	eV Å⁻¹
DFT total energy	-44721.6527	eV

Last column: Löwdin charge in e.
Cartesian coordinates (Å):
C: 2.1299 3.3711 5.8964  -0.1443
O: 2.0466 4.1230 4.6278  -0.2791
C: 2.5613 3.2947 3.4903  -0.2082
C: 1.3327 2.3035 3.0472  -0.1855
C: 1.7177 1.1913 1.9042  -0.2014
C: 0.5939 1.1099 0.6904  -0.2220
C: -0.2548 -0.2970 0.6664  -0.2223
C: 0.6648 -1.6487 0.4862  -0.2138
C: -0.3512 -2.8508 -0.0633  -0.2104
C: -0.3763 -2.9852 -1.6977  -0.2170
C: -0.0159 -4.4926 -2.2632  -0.1568
C: 1.6260 -4.5203 -2.5068  -0.1754
O: 2.0131 -4.0864 -3.8821  -0.0800
C: 3.4408 -4.5322 -4.0071  -0.2490
O: 4.3427 -3.6949 -3.4510  0.0150
O: 3.7585 -5.7666 -4.7420  -0.0275
C: 4.6345 -6.6667 -3.9720  -0.0981
C: 3.8627 -7.8657 -3.1652  -0.2248
O: 2.9597 -8.6009 -3.8709  -0.0244
N: 4.0622 -8.2662 -1.7215  -0.2067
C: 3.0450 -7.6496 -0.7878  -0.1173
C: 5.4867 -8.0897 -1.2467  -0.1218
H: 2.8938 3.8608 6.6398  0.0950
H: 2.4072 2.2379 5.7656  0.0925
H: 1.0602 3.4288 6.4172  0.1059
H: 3.5237 2.7418 3.8837  0.1286
H: 2.8395 4.0834 2.6433  0.1411
H: 0.4491 3.0009 2.6688  0.1194
H: 0.9336 1.6912 3.9892  0.1175
H: 2.7452 1.5286 1.4085  0.1123
H: 1.9316 0.1065 2.3465  0.1116
H: 1.1620 1.3443 -0.3303  0.1084
H: -0.1944 1.9987 0.8074  0.1011
H: -0.9393 -0.3349 1.6272  0.1215
H: -0.9481 -0.2441 -0.3037  0.1145
H: 1.0260 -2.0238 1.5589  0.1084
H: 1.6051 -1.4966 -0.2109  0.1185
H: -0.0326 -3.8618 0.4344  0.1044
H: -1.4370 -2.5558 0.2804  0.1086
H: 0.3988 -2.2469 -2.1920  0.1171
H: -1.4552 -2.7182 -2.1245  0.1157
H: -0.3188 -5.3407 -1.4934  0.1168
H: -0.6106 -4.7529 -3.2647  0.1303
H: 2.1662 -3.8496 -1.6923  0.1462
H: 1.9584 -5.6536 -2.4327  0.1075
H: 5.3950 -7.2033 -4.7197  0.1643
H: 5.3308 -6.0968 -3.1952  0.1389
H: 3.1788 -8.1979 0.2594  0.1111
H: 1.9192 -7.8653 -1.1157  0.1150
H: 3.1408 -6.4925 -0.6387  0.0868
H: 5.8149 -9.0224 -0.5776  0.1123
H: 6.2165 -8.1279 -2.1871  0.1046
H: 5.7095 -7.0674 -0.7138  0.0991
C: -0.8424 2.5879 -2.8598  -0.0932
C: -1.0814 4.0347 -3.2838  -0.2672
N: -0.7774 5.0158 -2.2376  -0.1896
C: -1.2818 6.3589 -2.5379  -0.2538
C: -0.6907 7.0811 -3.7448  -0.0941
C: 0.5730 4.9680 -1.6744  -0.2488
C: 1.7479 5.1306 -2.6333  -0.0877
H: -1.3909 2.3485 -1.9425  0.0711
H: -1.1908 1.9089 -3.6451  0.0743
H: 0.2190 2.3803 -2.6969  0.0591
H: -2.1429 4.1156 -3.5455  0.1174
H: -0.5128 4.2323 -4.1983  0.0961
H: -1.1656 6.9975 -1.6526  0.1117
H: -2.3671 6.2871 -2.6872  0.1081
H: 0.3183 7.4455 -3.5423  0.0547
H: -1.3021 7.9579 -3.9832  0.0714
H: -0.6649 6.4513 -4.6378  0.0675
H: 0.6930 4.0102 -1.1528  0.0881
H: 0.6636 5.7169 -0.8766  0.1159
H: 1.6349 4.5351 -3.5427  0.0688
H: 2.6697 4.8010 -2.1426  0.0727
H: 1.8961 6.1748 -2.9164  0.0547
C: -4.8398 0.7418 0.4891  -0.0900
C: -5.3102 0.5152 1.9235  -0.2681
N: -4.2201 0.4644 2.9026  -0.1896
C: -4.6402 -0.0422 4.2123  -0.2544
C: -5.6511 0.7869 4.9985  -0.0935
C: -3.3250 1.6222 2.9394  -0.2575
C: -3.9452 2.9903 3.2039  -0.0840
H: -4.0970 -0.0067 0.1933  0.0712
H: -5.6893 0.6600 -0.1971  0.0734
H: -4.4066 1.7369 0.3540  0.0645
H: -5.8389 -0.4451 1.9342  0.1171
H: -6.0451 1.2854 2.1791  0.0959
H: -3.7546 -0.2069 4.8398  0.1111
H: -5.0667 -1.0433 4.0668  0.1079
H: -5.1928 1.6791 5.4294  0.0550
H: -6.0397 0.1955 5.8344  0.0714
H: -6.5072 1.0897 4.3900  0.0677
H: -2.7910 1.6729 1.9823  0.0892
H: -2.5305 1.4474 3.6767  0.1128
H: -4.8531 3.1613 2.6201  0.0695
H: -3.2318 3.7750 2.9306  0.0736
H: -4.1791 3.1297 4.2614  0.0559

(2)
Here is a structure of composition C28H64B2MgO14S7 from the Open Molecules 2025 dataset. Energies are from the ωB97M-V functional and the def2-TZVPD basis.

charge	0
HOMO-LUMO gap	6.50	eV
relative energy (zero: lowest compared OMol25 entry of this formula, charge and spin)	13.489	eV
largest force on an atom	5.3	eV Å⁻¹
DFT total energy	-141369.1947	eV

Last column: Löwdin charge in e.
Cartesian coordinates (Å):
Mg: 0.6129 0.1514 3.2210  1.3664
B: -0.9113 2.3483 5.0668  -0.3725
H: -0.3795 3.2855 5.1232  -0.0729
H: -1.8098 2.4322 5.6583  -0.0570
H: -1.1542 2.0993 4.0454  -0.1047
H: -0.3208 1.5666 5.5189  -0.1035
B: 0.1762 -0.1891 0.2037  -0.3775
H: 0.9465 0.5526 0.3477  -0.0910
H: 0.4759 -1.1269 0.6451  -0.0889
H: -0.7207 0.2181 0.6442  -0.0872
H: -0.0568 -0.3039 -0.8436  -0.0456
C: -6.0816 -0.3955 2.6363  -0.1768
C: -6.6517 -0.6629 4.1100  -0.2070
C: -5.6173 -1.4086 4.9186  -0.2180
S: -4.4397 -2.2472 3.7439  0.7386
O: -4.5395 -3.7078 3.8370  -0.3563
O: -3.1549 -1.4859 3.8142  -0.3784
C: -5.3601 -1.6948 2.2465  -0.2311
H: -5.4065 0.4602 2.6489  0.1169
H: -6.9670 -0.3248 2.0044  0.1081
H: -7.5365 -1.2956 4.0394  0.1071
H: -6.9712 0.2951 4.5202  0.1116
H: -5.8498 -2.1772 5.6557  0.0994
H: -4.9929 -0.6477 5.3868  0.0963
H: -6.0588 -2.5053 2.0392  0.0980
H: -4.6574 -1.7169 1.4134  0.1026
C: -4.9114 3.2920 -5.7945  -0.2156
C: -5.2549 1.9456 -5.0946  -0.1830
C: -3.8369 1.3656 -4.8024  -0.2026
S: -2.7262 1.8683 -6.2054  0.7012
O: -2.4938 0.7339 -7.0833  -0.3413
O: -1.5693 2.6211 -5.6715  -0.3519
C: -3.8831 3.0358 -6.8936  -0.2518
H: -4.4402 4.0384 -5.1551  0.1184
H: -5.8093 3.7984 -6.1488  0.1120
H: -5.8912 1.2639 -5.6590  0.1095
H: -5.8493 2.0574 -4.1878  0.1077
H: -3.6919 0.2862 -4.8451  0.0864
H: -3.4186 1.6593 -3.8396  0.1026
H: -4.2916 2.6852 -7.8414  0.1053
H: -3.2894 3.9081 -7.1670  0.1028
C: -1.6646 6.9678 1.9967  -0.2400
C: -0.8286 6.0255 1.1367  -0.2253
C: -1.6221 5.4759 -0.0527  -0.1966
S: -3.3943 5.9627 0.2326  0.6828
O: -4.3278 4.8471 0.1999  -0.3476
O: -3.6236 7.1129 -0.5655  -0.3323
C: -3.1398 6.5601 2.0112  -0.1805
H: -1.4467 7.9204 1.5139  0.1116
H: -1.3461 7.0299 3.0373  0.1137
H: -0.3546 5.2532 1.7424  0.1133
H: -0.0298 6.5998 0.6673  0.1069
H: -1.7122 4.3934 0.0380  0.0879
H: -1.2356 5.6040 -1.0638  0.1063
H: -3.2263 5.6810 2.6497  0.0990
H: -3.8638 7.3277 2.2849  0.1022
C: 5.7635 6.2120 4.1150  -0.2311
C: 4.5879 6.0800 5.0841  -0.1906
C: 4.7327 4.6370 5.6877  -0.2155
S: 5.1495 3.5191 4.3320  0.7065
O: 3.9290 2.9109 3.8028  -0.3582
O: 6.3762 2.7749 4.6000  -0.3388
C: 5.6635 4.9697 3.2831  -0.2315
H: 6.7733 6.2709 4.5211  0.1183
H: 5.7771 7.0781 3.4534  0.1171
H: 3.6555 6.1609 4.5254  0.1138
H: 4.5166 6.8499 5.8523  0.1123
H: 3.9440 4.1836 6.2881  0.1043
H: 5.6615 4.6923 6.2555  0.0984
H: 4.8374 5.0016 2.5727  0.0993
H: 6.5729 4.6375 2.7823  0.1038
C: 6.6739 -1.5315 -4.7045  -0.1941
C: 5.4221 -0.6583 -4.9443  -0.2272
C: 4.7351 -0.4781 -3.6166  -0.2309
S: 6.0340 -0.4232 -2.3446  0.6903
O: 5.8352 -1.4237 -1.2639  -0.3634
O: 6.2474 0.9460 -1.9831  -0.3313
C: 7.3928 -1.1180 -3.3553  -0.1954
H: 7.4361 -1.4322 -5.4773  0.1039
H: 6.3784 -2.5805 -4.6869  0.1098
H: 4.6946 -0.9722 -5.6928  0.1192
H: 5.7939 0.3156 -5.2625  0.1136
H: 4.2880 -1.4323 -3.3378  0.1009
H: 3.9972 0.3228 -3.5691  0.1156
H: 8.0421 -1.7879 -2.7916  0.1013
H: 7.9935 -0.2185 -3.4897  0.0875
C: -1.7442 -6.2769 -6.9387  -0.1863
C: -2.3898 -5.3049 -5.8592  -0.2091
C: -1.2695 -4.9474 -4.8495  -0.2151
S: -0.3991 -6.5410 -4.4681  0.7424
O: -0.9543 -7.2354 -3.2779  -0.3628
O: 1.0461 -6.1934 -4.5313  -0.3651
C: -1.1123 -7.3604 -5.9916  -0.2195
H: -0.9075 -5.8123 -7.4604  0.1051
H: -2.5282 -6.5925 -7.6272  0.1085
H: -3.1896 -5.8238 -5.3308  0.1095
H: -2.7632 -4.4117 -6.3602  0.1076
H: -1.6214 -4.6241 -3.8698  0.0989
H: -0.5125 -4.3220 -5.3227  0.0996
H: -2.0148 -7.9247 -5.7566  0.0932
H: -0.3705 -8.0261 -6.4329  0.0932
C: 1.6142 -6.8284 3.0633  -0.1788
C: 1.5723 -7.1636 4.5798  -0.2095
C: 1.8389 -5.8916 5.3583  -0.2479
S: 2.9139 -4.7887 4.3694  0.7147
O: 4.2376 -4.7879 4.9788  -0.3369
O: 2.1583 -3.5188 4.2458  -0.3850
C: 2.8191 -5.8418 2.8800  -0.2046
H: 0.6894 -6.2999 2.8317  0.1137
H: 1.7595 -7.6657 2.3808  0.1140
H: 2.4726 -7.7259 4.8275  0.1127
H: 0.6814 -7.6519 4.9747  0.1182
H: 2.2378 -5.9451 6.3712  0.1044
H: 0.9632 -5.2695 5.5432  0.0936
H: 3.7367 -6.4298 2.9023  0.1026
H: 2.7302 -5.1407 2.0502  0.1032